[1]
Computed, not measured: a molecular structure, C16H39KN3O9S in a non-equilibrium geometry, with the ωB97M-V functional and the def2-TZVPD basis.

Last column: natural (NBO) charge in e.
Geometry (Å):
K  -0.4496  -1.7453  -0.6367  0.948
S  1.8660  -3.0241  1.4719  2.571
O  1.3025  -4.3775  1.5947  -1.074
O  2.2251  -2.7054  0.0262  -1.166
O  0.8069  -2.0532  1.9202  -1.155
O  3.1422  -2.8744  2.2066  -1.067
O  -0.5209  0.3632  -2.3973  -0.609
C  -0.3453  1.5459  -2.3726  0.814
O  -1.1604  2.4188  -3.0016  -0.500
C  -0.6137  3.7768  -2.9203  -0.068
C  0.3012  3.7329  -1.7096  -0.435
C  0.7998  2.2966  -1.7191  -0.555
H  -1.4764  4.4315  -2.8218  0.194
H  -0.1488  3.9522  -3.8908  0.181
H  -0.2856  3.9344  -0.8134  0.217
H  1.0901  4.4839  -1.7547  0.223
H  1.0347  1.9163  -0.7240  0.296
H  1.6740  2.1281  -2.3537  0.239
C  0.8955  -4.0880  -4.7227  -0.607
C  1.7724  -4.1277  -3.4765  -0.078
C  3.2403  -3.9339  -3.7975  -0.077
O  3.7399  -5.1939  -4.2730  -0.553
C  5.0465  -5.0817  -4.8031  -0.247
N  1.2748  -3.1601  -2.4875  -0.889
H  -0.0812  -4.5305  -4.5276  0.208
H  1.3804  -4.6244  -5.5430  0.203
H  0.7182  -3.0627  -5.0658  0.191
H  1.6523  -5.1105  -3.0164  0.203
H  3.7628  -3.6615  -2.8763  0.196
H  3.3846  -3.2159  -4.6148  0.150
H  5.0206  -4.7245  -5.8393  0.156
H  5.4704  -6.0878  -4.8350  0.182
H  5.6675  -4.4681  -4.1469  0.172
H  1.4716  -2.2306  -2.8773  0.324
H  1.8877  -3.1190  -1.6441  0.443
C  0.9659  2.9587  2.4011  -0.607
C  1.0922  1.4861  2.7357  -0.083
C  0.2913  1.1259  3.9698  -0.067
O  0.7967  1.8085  5.1064  -0.546
C  0.0324  1.5505  6.2528  -0.242
N  0.6074  0.6980  1.5960  -0.890
H  1.3276  3.6182  3.1917  0.213
H  -0.0713  3.1821  2.1230  0.180
H  1.5635  3.2056  1.5174  0.204
H  2.1327  1.1854  2.8738  0.212
H  0.2528  0.0473  4.1470  0.203
H  -0.7470  1.4792  3.7970  0.124
H  -1.0093  1.8752  6.1119  0.151
H  0.4440  2.1412  7.0742  0.181
H  0.0606  0.4975  6.5547  0.171
H  -0.4085  0.7631  1.5610  0.322
H  0.8029  -0.3150  1.7380  0.444
C  -2.9284  1.9570  0.1725  -0.620
C  -3.1220  0.9905  1.3353  -0.081
C  -4.5760  0.8598  1.7448  -0.076
O  -5.2978  2.0603  1.8918  -0.536
C  -4.7508  2.9529  2.8368  -0.254
N  -2.5693  -0.3158  0.9120  -0.852
H  -1.8683  1.9900  -0.0797  0.217
H  -3.1879  2.9837  0.4488  0.205
H  -3.5396  1.6674  -0.6827  0.210
H  -2.4840  1.3453  2.1484  0.195
H  -4.6602  0.2152  2.6356  0.167
H  -5.0878  0.2999  0.9523  0.177
H  -4.9424  2.6098  3.8605  0.168
H  -5.2618  3.9072  2.7034  0.189
H  -3.6820  3.1249  2.6961  0.169
H  -2.4156  -0.9292  1.7128  0.380
H  -3.3059  -0.8062  0.4026  0.345

Forces on atoms 1 to 6 (eV/Å):
K 0.811 -0.271 0.445
S 2.073 -0.620 -0.437
O -0.094 0.134 -0.272
O -1.127 0.200 0.214
O -0.304 0.520 -0.189
O -1.107 0.169 0.375

Values from the calculation:
ΔE to the lowest compared entry with this formula, charge and spin ... 0.0 kcal per mole
Gap between HOMO and LUMO ... 0.205 Ha
Net charge ... -1
Highest occupied orbital energy ... -3.65 eV


[2]
Computed, not measured: 3 unconnected molecules or ions with the total composition C16H39NO8Si in a non-equilibrium geometry, with the ωB97M-V functional and the def2-TZVPD basis.

Last column: natural (NBO) charge in e.
Geometry (Å):
N  -3.2291  -1.6188  1.5712  -1.286
Si  -2.3413  -2.7142  0.4544  1.295
C  -0.4179  -2.7902  0.7874  -0.867
C  0.2554  -1.2797  0.9692  -0.410
C  0.2866  -0.4096  -0.4245  -0.515
C  1.0832  1.0074  -0.0685  0.775
O  0.5735  2.2269  -0.3224  -0.574
O  2.4344  0.9802  0.5429  -0.702
H  -2.6623  -1.3181  2.3942  0.394
H  -4.1742  -1.9729  1.8355  0.400
H  -2.8376  -4.1066  0.4583  -0.201
H  -2.6091  -2.2084  -0.9162  -0.208
H  0.0637  -3.4005  -0.1012  0.240
H  -0.2542  -3.4305  1.7611  0.245
H  -0.2808  -0.7188  1.8664  0.222
H  1.3894  -1.4036  1.3081  0.204
H  0.9566  -0.9817  -1.1958  0.236
H  -0.7729  -0.1068  -0.8199  0.266
H  2.8626  0.0655  0.4087  0.484
C  7.1134  -0.1569  -4.9401  -0.249
O  6.6210  -1.2404  -4.1690  -0.550
C  7.3875  -2.4313  -4.3618  -0.095
C  7.0927  -3.4414  -3.2483  -0.092
O  7.8212  -3.1677  -2.0447  -0.540
C  7.3473  -2.0576  -1.2728  -0.093
C  6.0531  -2.3688  -0.5172  -0.095
O  4.9273  -2.2515  -1.3893  -0.548
C  3.7860  -2.9246  -0.8831  -0.249
H  7.0801  -0.3987  -6.0076  0.166
H  6.4795  0.7137  -4.7523  0.196
H  8.1359  0.0896  -4.6376  0.165
H  8.4572  -2.1947  -4.3696  0.176
H  7.1005  -2.8572  -5.3296  0.171
H  7.4433  -4.4233  -3.5837  0.189
H  6.0227  -3.5346  -3.0537  0.195
H  7.2588  -1.1583  -1.8868  0.201
H  8.1320  -1.8634  -0.5331  0.190
H  5.9193  -1.6450  0.2942  0.169
H  6.1068  -3.3797  -0.0986  0.177
H  3.9853  -3.9977  -0.8006  0.175
H  2.9627  -2.7818  -1.5881  0.191
H  3.4975  -2.5152  0.0895  0.152
C  -3.3892  3.2280  0.2085  -0.247
O  -4.6481  2.9665  0.8066  -0.553
C  -4.6619  1.7233  1.5117  -0.094
C  -5.8666  1.6590  2.4558  -0.091
O  -5.6424  2.3551  3.6885  -0.544
C  -5.6805  3.7851  3.6079  -0.093
C  -7.1016  4.3341  3.4602  -0.094
O  -7.5328  4.2395  2.1012  -0.547
C  -8.9435  4.3240  1.9803  -0.248
H  -3.1341  2.4415  -0.5094  0.167
H  -3.4516  4.1840  -0.3180  0.193
H  -2.6139  3.3078  0.9769  0.169
H  -3.7372  1.6053  2.0872  0.172
H  -4.7344  0.9215  0.7685  0.177
H  -6.0180  0.6113  2.7368  0.181
H  -6.7848  1.9944  1.9704  0.198
H  -5.0135  4.1549  2.8256  0.202
H  -5.2791  4.1398  4.5638  0.186
H  -7.1160  5.3936  3.7382  0.170
H  -7.7802  3.7763  4.1147  0.173
H  -9.4186  3.4860  2.5002  0.164
H  -9.2015  4.2605  0.9198  0.194
H  -9.3077  5.2752  2.3795  0.165

Forces on atoms 1 to 6 (eV/Å):
N 0.682 -1.085 0.249
Si 0.350 0.760 0.420
C 0.530 0.267 0.278
C 0.637 -0.687 0.252
C 1.001 0.896 1.361
C -1.208 5.578 -1.154

Values from the calculation:
Gap between HOMO and LUMO ... 0.346 Ha
Highest occupied orbital energy ... -9.06 eV
SMILES string ... N[SiH2]CCCC(=O)O.COCCOCCOC.COCCOCCOC


[3]
Computed, not measured: a molecular structure, C16H40F3N11O10Si2 in a non-equilibrium geometry, with the ωB97M-V functional and the def2-TZVPD basis.

Last column: Löwdin charge in e.
Geometry (Å):
C  -3.2394  -3.2754  3.3536  -0.122
C  -3.7401  -2.9113  1.8124  -0.382
C  -5.3825  -2.9101  1.8309  -0.118
C  -3.1440  -1.4056  1.4842  -0.234
C  -2.5082  -1.3013  -0.0471  -0.261
Si  -0.7816  -0.4443  0.1424  0.593
C  -0.4787  0.9568  -1.2019  -0.222
C  0.0131  2.3171  -0.3841  -0.230
O  1.1053  2.0065  0.5971  -0.171
C  0.7651  2.5452  1.9290  -0.143
O  0.5810  1.7760  3.0364  -0.075
O  0.4578  -1.6733  -0.0309  -0.307
Si  1.0779  -2.2409  1.5100  0.500
C  3.0238  -2.0037  1.4155  -0.152
F  0.5557  -1.3097  2.9216  -0.204
N  0.5902  -3.9535  1.8154  0.019
C  1.6206  -4.7198  2.6130  -0.214
O  2.4643  -5.6462  2.1503  0.040
F  1.6548  -4.4369  4.0946  0.002
C  0.1576  -4.6713  0.5576  -0.186
O  0.8312  -4.7311  -0.5958  0.044
F  -1.1418  -5.4419  0.5912  -0.002
H  -2.1070  -3.5828  3.3986  0.068
H  -3.8899  -4.1178  3.8462  0.074
H  -3.3767  -2.2909  4.0146  0.097
H  -3.2546  -3.6666  1.0579  0.114
H  -5.8140  -3.0662  0.7485  0.083
H  -5.7823  -3.7355  2.5925  0.082
H  -5.7271  -1.8567  2.2734  0.087
H  -2.2804  -1.1726  2.2683  0.081
H  -4.0188  -0.6062  1.5956  0.120
H  -2.3797  -2.3445  -0.5664  0.084
H  -3.1620  -0.5806  -0.7109  0.084
H  -0.7973  0.2538  1.4197  0.015
H  0.3770  0.6562  -1.9561  0.089
H  -1.5000  1.1427  -1.7853  0.096
H  -0.9327  2.6987  0.2325  0.097
H  0.4182  3.1528  -1.1052  0.138
H  0.5844  3.7084  2.0592  0.157
H  3.1736  -0.8242  1.3069  0.074
H  3.5669  -2.3004  2.4096  0.061
H  3.4931  -2.4795  0.4524  0.066
C  -2.0551  5.2059  1.6113  -0.687
O  -1.5963  4.2563  0.9962  -0.008
N  -2.4449  5.1206  2.8959  0.160
N  -2.2120  6.4226  1.0593  0.172
H  -2.8251  5.8912  3.4191  0.100
H  -2.3437  4.2217  3.3492  0.115
H  -1.9308  6.5299  0.0936  0.069
H  -2.5880  7.2166  1.5497  0.104
C  3.5665  -7.3745  -2.5107  -0.707
O  4.4233  -8.2311  -2.6610  0.023
N  2.6650  -7.0726  -3.4623  0.156
N  3.4472  -6.6557  -1.3798  0.169
H  1.9521  -6.3705  -3.3571  0.098
H  2.7199  -7.5906  -4.3296  0.114
H  4.1065  -6.8517  -0.6379  0.086
H  2.7484  -5.9462  -1.2373  0.068
C  4.8155  -10.2825  0.9645  -0.718
O  5.2743  -11.2320  0.3494  0.026
N  4.4256  -10.3678  2.2491  0.142
N  4.6585  -9.0657  0.4125  0.156
H  4.0454  -9.5971  2.7722  0.093
H  4.5268  -11.2666  2.7023  0.109
H  4.9398  -8.9584  -0.5533  0.080
H  4.2825  -8.2718  0.9029  0.083
C  0.1216  7.9329  -1.5386  -0.702
O  -0.9497  7.3477  -1.5540  0.015
N  0.9583  7.8907  -0.4861  0.152
N  0.5613  8.6725  -2.5727  0.164
H  1.8445  8.3660  -0.4547  0.098
H  0.6652  7.3448  0.3136  0.102
H  -0.0385  8.7306  -3.3853  0.062
H  1.4404  9.1617  -2.5786  0.100
C  -1.1655  10.7353  -5.4973  -0.695
O  -0.8843  9.7238  -4.8741  0.018
N  -0.2442  11.6457  -5.8602  0.154
N  -2.4221  11.0299  -5.8768  0.157
H  -0.4564  12.4846  -6.3733  0.101
H  0.7145  11.4622  -5.5940  0.114
H  -3.1462  10.3705  -5.6236  0.117
H  -2.6732  11.8578  -6.3903  0.101

Forces on atoms 1 to 6 (eV/Å):
C -0.228 0.555 0.098
C 0.270 0.483 1.376
C 0.362 0.199 0.365
C -0.103 -0.513 -0.377
C -0.431 0.340 0.261
Si -0.507 0.150 -2.278

Values from the calculation:
ΔE to the lowest compared entry with this formula, charge and spin ... 132.4 kcal per mole
Gap between HOMO and LUMO ... 0.289 Ha
Highest occupied orbital energy ... -9.24 eV


[4]
Computed, not measured: a molecular structure, C16H40FN5O3SbTi, with the ωB97M-V functional and the def2-TZVPD basis.

Last column: natural (NBO) charge in e.
Geometry (Å):
Ti  1.1719  -0.4488  -0.0847  1.557
C  4.0165  -1.2079  0.9910  -0.245
O  3.2461  -0.1265  0.4254  -0.577
C  3.9224  0.5228  -0.6595  -0.096
C  3.1402  1.7761  -0.9548  -0.088
O  1.7419  1.4260  -1.0665  -0.592
C  1.0975  1.8494  -2.2892  -0.070
C  1.3736  0.8148  -3.3497  -0.100
O  1.0231  -0.4155  -2.7534  -0.562
C  1.2262  -1.5425  -3.6081  -0.251
H  4.9853  -0.8252  1.3076  0.210
H  3.4649  -1.5721  1.8513  0.207
H  4.1369  -2.0018  0.2539  0.210
H  4.9423  0.7746  -0.3630  0.227
H  3.9556  -0.1498  -1.5224  0.203
H  3.2422  2.4997  -0.1455  0.212
H  3.4935  2.2268  -1.8818  0.223
H  0.0322  1.8865  -2.0664  0.214
H  1.4462  2.8442  -2.5634  0.218
H  0.7770  1.0158  -4.2458  0.212
H  2.4305  0.8074  -3.6465  0.186
H  0.5683  -1.4762  -4.4772  0.192
H  2.2652  -1.5870  -3.9435  0.190
H  1.0004  -2.4290  -3.0249  0.222
C  -0.1867  3.3522  2.6731  -0.422
N  -0.4906  2.0285  3.2111  -0.382
C  -1.1477  1.9236  4.5151  -0.433
C  -0.0779  0.9480  2.5353  0.677
N  0.5705  0.9911  1.4017  -0.900
N  -0.3951  -0.2722  3.1046  -0.611
C  0.1063  -1.5058  2.7363  0.657
N  -0.2010  -2.5028  3.5871  -0.782
N  0.7825  -1.6532  1.6507  -0.840
H  -0.6298  4.1023  3.3188  0.244
H  -0.6094  3.4769  1.6752  0.215
H  0.8905  3.5318  2.6447  0.215
H  -1.3915  2.9220  4.8606  0.252
H  -0.4953  1.4648  5.2605  0.219
H  -2.0919  1.3778  4.4478  0.211
H  0.7729  1.9410  1.1172  0.398
H  -0.9694  -0.2510  3.9295  0.426
H  -0.6005  -2.3386  4.4946  0.417
H  0.0616  -3.4487  3.3687  0.427
H  1.0970  -2.6069  1.5046  0.400
F  1.6268  -2.0607  -0.7702  -0.654
C  -2.0254  -3.6798  0.2331  -0.624
C  -2.5840  -2.2896  0.5285  -0.714
Sb  -1.6785  -0.7753  -0.6771  1.081
C  -2.4389  -1.3498  -2.5882  -0.709
C  -2.4809  -0.1968  -3.5871  -0.621
C  -2.9836  0.8488  -0.1822  -0.725
C  -2.4876  2.2172  -0.6403  -0.619
H  -2.4609  -4.4270  0.8973  0.230
H  -0.9389  -3.7144  0.3499  0.195
H  -2.2467  -3.9890  -0.7889  0.223
H  -2.4438  -2.0186  1.5776  0.208
H  -3.6580  -2.2479  0.3382  0.240
H  -3.4378  -1.7529  -2.4111  0.237
H  -1.8263  -2.1703  -2.9630  0.233
H  -3.1551  0.5969  -3.2637  0.212
H  -2.8382  -0.5458  -4.5562  0.239
H  -1.4912  0.2403  -3.7385  0.191
H  -3.1072  0.8265  0.9036  0.220
H  -3.9615  0.6175  -0.6075  0.242
H  -1.4874  2.4282  -0.2509  0.181
H  -3.1526  3.0102  -0.2958  0.234
H  -2.4366  2.2900  -1.7276  0.214

Forces on atoms 1 to 6 (eV/Å):
Ti -0.193 -0.159 -0.111
C 0.005 0.005 -0.010
O 0.065 -0.029 0.005
C 0.018 0.049 -0.020
C 0.079 -0.053 0.002
O 0.053 0.237 0.074

Values from the calculation:
⟨S²⟩ ... 0.75
ΔE to the lowest compared entry with this formula, charge and spin ... 0.0 kcal per mole
Gap between HOMO and LUMO (spin up / spin down) ... 0.325 / 0.333 Ha
Net charge ... +2
Highest occupied orbital energy (spin up / spin down) ... -14.07 / -14.13 eV
Multiplicity ... 2